No. 1
Computed, not measured: a structure of composition C19H27OSi at a distorted geometry, with ωB97M-V with the def2-TZVPD basis set.

Summary:
charge = +1
2S+1 = 1
M = 299.51 g mol⁻¹
relative energy (zero: lowest compared OMol25 entry of this formula, charge and spin) = 2.330 eV
HOMO-LUMO gap = 0.245 hartree

Each line ends with the Löwdin charge.
Atoms and positions in Å:
1 C 1.206168 -3.540906 1.913917  -0.155
2 C 0.422819 -2.220426 1.953088  -0.320
3 Si -0.312526 -1.737981 3.633860  0.765
4 C 1.056812 -1.484903 4.849089  -0.175
5 C -1.122176 -0.041450 3.344485  -0.319
6 C -2.271242 0.046029 2.331452  -0.149
7 H -1.415644 -2.901658 4.109836  0.046
8 H 1.515624 -3.771203 0.883772  0.079
9 H 2.118825 -3.469339 2.520633  0.072
10 H 0.593768 -4.376243 2.281465  0.055
11 H 1.085336 -1.399252 1.633250  0.096
12 H -0.399687 -2.224136 1.219779  0.073
13 H 1.813896 -0.741380 4.566445  0.062
14 H 0.663936 -1.154217 5.810454  0.034
15 H 1.599422 -2.414075 5.026694  0.035
16 H -1.432760 0.337309 4.333329  0.073
17 H -0.315525 0.637878 3.022611  0.091
18 H -2.633600 1.082146 2.254822  0.080
19 H -1.932218 -0.254961 1.333627  0.066
20 H -3.116471 -0.587345 2.633893  0.061
21 C -6.246098 0.789943 7.310702  -0.056
22 O -6.358751 -0.056339 6.159620  -0.070
23 C -5.428229 -1.037339 5.977540  -0.246
24 C -5.605409 -1.842690 4.830869  0.018
25 C -4.661177 -2.780402 4.458839  -0.013
26 C -3.460182 -2.934994 5.195322  -0.232
27 C -2.342354 -3.737747 4.639888  -0.057
28 C -1.736425 -4.801194 5.484658  -0.191
29 C -1.018827 -5.847870 4.847721  -0.026
30 C -0.082465 -6.580001 5.572642  -0.061
31 C 0.171253 -6.293904 6.926419  -0.044
32 C -0.647650 -5.369138 7.593610  -0.054
33 C -1.669050 -4.701908 6.914150  -0.004
34 C -3.266218 -2.110812 6.318831  -0.037
35 C -4.270613 -1.232343 6.755593  0.011
36 H -7.063170 1.493082 7.168022  0.097
37 H -6.395585 0.229150 8.250476  0.106
38 H -5.286135 1.330024 7.338783  0.098
39 H -6.489669 -1.668050 4.229509  0.129
40 H -4.831137 -3.402828 3.577142  0.128
41 H -2.386204 -3.945358 3.573871  0.119
42 H -1.159784 -6.013426 3.763158  0.126
43 H 0.522814 -7.326272 5.060551  0.113
44 H 1.040268 -6.743070 7.430083  0.121
45 H -0.445955 -5.134411 8.628853  0.111
46 H -2.343907 -4.047026 7.476056  0.107
47 H -2.285453 -2.100834 6.821555  0.122
48 H -4.113760 -0.628577 7.651217  0.112

Cartesian forces (eV/Å) of the 6 atoms listed first:
0.0 0.0 -0.2
-0.6 -0.7 0.1
1.3 2.1 -1.5
0.0 -0.6 0.9
-0.6 -0.4 0.7
-0.1 0.1 0.1


No. 2
Computed, not measured: a cluster of 2 separate species, C5H10N5O in total at a distorted geometry, with ωB97M-V with the def2-TZVPD basis set.

Summary:
charge = +1
2S+1 = 1
M = 156.17 g mol⁻¹
relative energy (zero: lowest compared OMol25 entry of this formula, charge and spin) = 0.000 eV
HOMO-LUMO gap = 0.369 hartree

Each line ends with the Löwdin charge.
Atoms and positions in Å:
1 C 2.068142 1.326237 0.073780  0.046
2 C 0.751677 1.356760 -0.326907  -0.037
3 C 2.657342 0.014798 0.188282  -0.360
4 C -2.955122 0.467066 0.339123  -0.314
5 C 0.722445 -0.878548 -0.708196  -0.387
6 N 0.075416 0.276412 -0.697805  0.134
7 N 1.925744 -1.022953 -0.195977  0.177
8 N 3.859328 -0.244701 0.700894  0.171
9 N -4.264057 0.400945 0.593706  0.163
10 N -0.062374 -1.986458 -0.791402  0.181
11 O -2.476144 -0.029525 -0.697693  -0.029
12 H 2.496075 2.246944 0.194988  0.086
13 H 0.114736 2.155594 0.018941  0.142
14 H -0.941053 0.135314 -0.891897  0.085
15 H -2.344699 0.904391 1.096452  0.132
16 H 3.834892 -1.242445 1.018414  0.150
17 H 4.609105 0.461537 0.849240  0.153
18 H -4.624224 0.462009 1.530404  0.115
19 H -4.971189 0.040203 -0.045889  0.136
20 H -0.895091 -1.922011 -1.351436  0.101
21 H 0.419054 -2.921559 -0.897020  0.156

Cartesian forces (eV/Å) of the 6 atoms listed first:
-1.8 -2.3 -1.4
0.5 0.8 1.8
-0.5 1.9 -1.0
-1.0 -1.9 -1.8
0.3 -1.9 2.5
0.3 -0.7 -1.2


No. 3
Computed, not measured: a structure of composition F2H6NO15P2S2Tl at a distorted geometry, with ωB97M-V with the def2-TZVPD basis set.

Summary:
charge = -3
2S+1 = 2
M = 628.50 g mol⁻¹
HOMO-LUMO gap (alpha / beta) = 0.104 / 0.102 hartree
⟨S²⟩ = 1.776

Each line ends with the Löwdin charge.
Atoms and positions in Å:
1 Tl -0.267075 0.762441 0.435564  1.020
2 N 1.538915 -0.498379 -1.343876  -0.320
3 S 2.943735 -0.980959 -0.959616  0.374
4 O 4.021635 -0.853889 -1.924256  -0.332
5 O 2.927005 -2.061599 0.039914  -0.278
6 F 3.106865 0.282701 -0.021836  -0.235
7 S 1.360375 -1.846289 -2.448516  0.614
8 O 1.537715 -3.235319 -1.971016  -0.292
9 O 1.757015 -1.633059 -3.865666  -0.370
10 F -0.265515 -1.894459 -2.547556  -0.221
11 P -4.216255 -0.906929 0.559234  -0.015
12 O -4.894625 0.043871 1.555914  -0.254
13 O -4.190515 -2.370329 0.901664  -0.212
14 O -2.637315 -0.858819 0.319684  -0.314
15 O -5.215235 -0.488209 -0.532276  -0.265
16 P 0.082585 -2.604179 1.699464  -0.079
17 O 0.855345 -1.333619 2.126124  -0.523
18 O -0.496265 -2.391239 0.272644  -0.330
19 O -1.407715 -2.744629 2.185534  -0.311
20 O 1.104195 -3.743749 1.930974  -0.480
21 O 1.775115 2.794181 -0.328506  -0.119
22 H 2.020975 2.964781 -1.237726  0.040
23 H 2.522875 3.101491 0.184004  0.038
24 O -0.105205 2.899071 2.515354  -0.114
25 H -0.471555 3.760011 2.313354  0.024
26 H 0.097935 2.937971 3.449944  0.035
27 O -1.030185 3.312841 -0.921906  -0.134
28 H -1.905165 3.466911 -1.278156  0.036
29 H -0.549665 4.119391 -1.108456  0.018

Cartesian forces (eV/Å) of the 6 atoms listed first:
0.0 -2.3 0.8
-1.9 -3.0 -4.8
3.3 -1.4 6.4
-0.6 -0.2 0.2
1.1 1.9 -2.8
1.2 1.2 0.6


No. 4
Computed, not measured: a cluster of 2 separate species, C7H9N3S in total at a distorted geometry, with ωB97M-V with the def2-TZVPD basis set.

Summary:
2S+1 = 1
M = 167.24 g mol⁻¹
relative energy (zero: lowest compared OMol25 entry of this formula, charge and spin) = 5.170 eV
HOMO-LUMO gap (alpha / beta) = 0.281 / 0.278 hartree

Each line ends with the Löwdin charge.
Atoms and positions in Å:
1 C 0.925553 2.004415 -1.035366  -0.244
2 C -0.571015 1.252030 2.778868  -0.259
3 C -1.822044 0.674370 2.710590  -0.373
4 C -0.549397 0.956939 0.625913  -0.616
5 C 1.010548 -1.144881 -2.317108  -0.158
6 C 0.405650 -1.767167 -0.133295  -0.172
7 C -0.059667 1.034759 -0.701863  -0.128
8 N 1.605755 2.849164 -1.407354  0.166
9 N 0.082762 1.453219 1.649759  0.066
10 N 1.130372 -0.856513 -0.928240  -0.084
11 S -2.092154 0.192201 1.083592  1.033
12 H -0.342919 1.935747 3.628886  0.125
13 H -2.525305 0.233714 3.422539  0.067
14 H 0.074426 -1.669023 -2.486011  0.076
15 H 1.007230 -0.235440 -2.795249  0.043
16 H 1.801774 -1.746545 -2.732222  0.094
17 H -0.515497 -1.351925 0.354518  0.013
18 H 0.065057 -2.543750 -0.834984  0.082
19 H 1.051995 -1.968123 0.754315  0.107
20 H -0.683125 0.696807 -1.637288  0.160

Cartesian forces (eV/Å) of the 6 atoms listed first:
-0.5 -0.2 0.1
-1.6 2.0 2.5
0.1 -1.5 -0.9
-1.1 -0.3 0.0
-0.9 -1.0 0.8
-0.1 0.0 0.8


No. 5
Computed, not measured: a structure of composition C22H39Cl2N4O3SW at a distorted geometry, with ωB97M-V with the def2-TZVPD basis set.

Summary:
charge = +3
2S+1 = 1
M = 694.39 g mol⁻¹
HOMO-LUMO gap (alpha / beta) = 0.137 / 0.137 hartree

Each line ends with the Löwdin charge.
Atoms and positions in Å:
1 O 0.002882 0.298864 -1.566886  -0.308
2 C -0.782310 0.331422 -2.729335  -0.295
3 C -0.428391 1.613961 -3.518498  -0.190
4 C 0.402287 2.589608 -2.971712  -0.076
5 H 0.869131 2.396711 -1.999798  0.055
6 C 0.621756 3.798333 -3.642026  -0.055
7 H 1.280216 4.549775 -3.196983  0.116
8 C -0.008241 4.039972 -4.870224  -0.041
9 H 0.127662 4.993922 -5.384478  0.123
10 C -0.860419 3.070680 -5.425084  -0.034
11 H -1.363539 3.259045 -6.380321  0.127
12 C -1.053099 1.861756 -4.756382  -0.022
13 H -1.708371 1.094029 -5.175541  0.131
14 H -0.519398 -0.551069 -3.338594  0.164
15 C -2.856711 -1.077253 -2.108077  -0.033
16 C -2.267848 0.272967 -2.366740  -0.261
17 H -3.951443 -1.053156 -2.233445  0.101
18 H -2.646852 -1.387182 -1.067236  0.064
19 H -2.440503 -1.846175 -2.778468  0.099
20 C -2.926469 1.411612 -2.094137  -0.104
21 C -4.316835 1.521190 -1.567552  -0.082
22 H -2.404195 2.364796 -2.201964  0.136
23 H -4.994493 1.927916 -2.324776  0.110
24 H -4.331372 2.218276 -0.726062  0.076
25 H -4.733557 0.575411 -1.220132  0.075
26 W 0.012413 0.100902 0.463426  1.348
27 Cl 0.899507 2.318983 0.823726  0.246
28 Cl -2.232650 0.864408 0.835445  0.349
29 H 4.733157 1.294536 -2.589608  0.120
30 H 4.989159 1.746370 -0.046667  0.124
31 C 3.659661 1.402429 -2.379213  0.000
32 C 3.909546 1.626835 0.096763  -0.033
33 N 3.359008 0.901348 -1.045844  -0.139
34 H 3.087751 0.832454 -3.121631  0.106
35 C 2.671795 -0.241070 -0.895672  -0.271
36 O 2.175200 -0.615931 0.207818  -0.207
37 H 3.704901 1.076926 1.019325  0.078
38 H 2.557223 -0.855287 -1.807213  0.161
39 H 3.385905 2.464037 -2.456962  0.109
40 H 3.438671 2.614966 0.157653  0.066
41 H -0.503939 -5.346446 0.761196  0.121
42 H 1.254331 -5.752923 -1.146948  0.121
43 C -1.045162 -4.816168 -0.032779  0.015
44 C 0.724404 -5.007665 -1.757940  -0.002
45 N -0.103835 -4.150356 -0.925973  -0.137
46 H -1.721504 -4.084344 0.413035  0.097
47 C 0.191691 -2.844113 -0.791501  -0.220
48 O -0.377796 -2.123729 0.070888  -0.276
49 H 1.460251 -4.397220 -2.290108  0.100
50 H 0.960407 -2.452876 -1.490362  0.145
51 H -1.613601 -5.543433 -0.620131  0.118
52 H 0.107228 -5.541081 -2.492192  0.118
53 C -2.373015 0.013182 3.962626  -0.076
54 N -1.140863 -0.088578 4.738044  -0.150
55 C -1.302107 0.118443 6.174910  -0.006
56 C 0.020548 -0.422968 4.140233  -0.570
57 S 0.009461 -1.254499 2.608761  0.804
58 N 1.232098 -0.112492 4.641372  -0.166
59 C 1.637287 -0.180547 6.038650  -0.008
60 C 2.376717 0.000102 3.737229  -0.072
61 H -3.209373 0.141516 4.652296  0.109
62 H -2.513749 -0.883968 3.358190  0.071
63 H -2.338491 0.876758 3.291996  0.028
64 H -1.051324 -0.797737 6.731408  0.122
65 H -0.718022 0.974307 6.537214  0.115
66 H -2.355680 0.343746 6.357242  0.106
67 H 2.267086 -1.074197 6.203750  0.129
68 H 2.235858 0.720328 6.243087  0.123
69 H 0.799880 -0.220000 6.732616  0.064
70 H 2.519236 -0.917313 3.148109  0.074
71 H 2.240859 0.841504 3.039894  0.060
72 H 3.269969 0.175437 4.348306  0.113

Cartesian forces (eV/Å) of the 6 atoms listed first:
0.3 -0.8 6.6
-1.6 0.5 -2.3
-0.1 0.3 -0.1
0.1 -0.1 0.1
-0.1 0.2 -0.4
-0.1 -0.1 -0.3


No. 6
Computed, not measured: a cluster of 2 separate species, CH5Cl3Si2 in total at a distorted geometry, with ωB97M-V with the def2-TZVPD basis set.

Summary:
2S+1 = 1
M = 179.58 g mol⁻¹
relative energy (zero: lowest compared OMol25 entry of this formula, charge and spin) = 6.969 eV
HOMO-LUMO gap = 0.301 hartree

Each line ends with the Löwdin charge.
Atoms and positions in Å:
1 C 3.762768 0.262617 -1.353750  -0.582
2 Si -0.361556 0.956925 0.580564  0.058
3 Si -1.464875 -0.740944 -0.688344  0.059
4 Cl 1.586159 0.655363 0.116961  0.243
5 Cl 4.392941 -0.754604 -0.191121  0.499
6 Cl -3.503199 -0.337297 -0.765185  0.131
7 H 3.467544 -0.406946 -2.242103  -0.045
8 H -0.403198 2.486742 0.878454  -0.055
9 H -0.618783 0.399616 1.887467  -0.130
10 H -0.906931 -0.488064 -2.104694  -0.087
11 H -1.286961 -2.201617 -0.574609  -0.091

Cartesian forces (eV/Å) of the 6 atoms listed first:
0.0 0.0 -1.5
-0.5 0.5 0.9
0.1 1.3 -2.2
0.4 -0.1 -0.1
0.4 -0.6 0.1
0.2 -0.1 0.1